# 1
{"formula": "C10H5NNdO5S", "method": "the ωB97M-V functional and the def2-TZVPD basis", "symbols": ["O", "C", "Nd", "O", "C", "C", "O", "C", "O", "C", "O", "S", "C", "N", "C", "C", "C", "C", "H", "H", "H", "H", "H"], "coordinates": [[3.10578, -4.52932, -3.73179], [2.86112, -3.53325, -3.23847], [0.88151, 0.43054, -0.92096], [4.40201, 0.23784, -2.14347], [3.31874, 0.22779, -1.73443], [1.33758, 2.73853, 0.08472], [1.66470, 3.76007, 0.52267], [2.53040, -1.00492, 0.63786], [3.26650, -1.56675, 1.35753], [1.63495, 0.88107, -3.37741], [2.03425, 1.15717, -4.43762], [-1.60625, -0.80830, -1.41782], [-1.96169, -0.39818, 0.18321], [-2.29751, 0.93663, 0.40752], [-2.69197, 1.42130, 1.62712], [-2.52506, 0.62074, 2.73892], [-2.20891, -0.73503, 2.56535], [-1.95114, -1.24053, 1.29272], [-2.32299, 1.59345, -0.37043], [-2.99881, 2.47164, 1.68159], [-2.72530, 0.99842, 3.74483], [-2.22064, -1.43489, 3.40825], [-1.52723, -2.22402, 1.12013]], "forces_ev_per_angstrom": [[-0.54, 2.22, 1.09], [0.50, -2.08, -1.02], [-2.26, -1.99, -0.33], [-5.04, -0.10, 1.95], [6.37, -0.13, -1.98], [1.81, 6.18, 2.71], [-1.63, -5.02, -2.16], [4.42, -3.63, 4.80], [-4.34, 3.30, -4.33], [1.57, 1.90, -6.84], [-2.13, -1.56, 5.72], [1.95, 0.09, -1.29], [-0.29, 1.85, 1.37], [-0.46, -0.09, 0.99], [1.04, -0.02, -0.02], [-0.73, -0.35, 0.31], [-0.30, -0.15, -0.04], [0.96, 0.28, -0.27], [-0.48, -0.45, -0.15], [0.07, -0.45, -0.13], [-0.07, 0.01, -0.44], [0.23, 0.42, -0.17], [-0.64, -0.23, 0.21]], "lowdin_charge": [0.0658, -0.0108, 1.5050, 0.2376, -0.1071, -0.0018, 0.2111, 0.0111, 0.1963, -0.0270, 0.2268, 0.6729, -0.8065, 0.0389, 0.0130, 0.0194, 0.0417, -0.0405, 0.1494, 0.1654, 0.1501, 0.1557, 0.1336], "total_energy_ev": -48258.0792, "multiplicity": 4, "largest_force_ev_per_a": 7.5, "gap_ev": [6.05, 6.30], "s_squared": 3.765, "total_charge": 3, "lumo_energy_ev": [-13.6303, -13.3902]}

# 2
{"formula": "H7O3S", "method": "the ωB97M-V functional and the def2-TZVPD basis", "symbols": ["S", "H", "H", "H", "O", "H", "H", "O", "H", "H", "O"], "coordinates": [[0.57636, -1.87712, -0.39138], [1.37708, -1.08080, -1.04187], [1.22739, 1.14293, 0.16162], [-0.16356, 1.04957, 0.60754], [0.39933, 1.64440, 0.11782], [-1.78704, 0.54786, -1.11617], [-1.05185, -0.11464, -2.23583], [-1.81536, 0.43759, -2.06933], [1.16667, -0.55656, 1.90724], [-0.25606, -0.81926, 1.71525], [0.32703, -0.37397, 2.34513]], "forces_ev_per_angstrom": [[-0.70, -0.72, 0.41], [0.69, 0.73, -0.59], [-0.22, 0.15, -0.24], [-0.34, -0.30, 0.40], [0.64, 0.38, -0.20], [0.15, -0.02, 0.05], [0.39, -0.40, 0.14], [-0.54, 0.32, -0.22], [0.06, -0.19, -0.04], [0.04, -0.27, -0.16], [-0.15, 0.32, 0.46]], "lowdin_charge": [-0.0620, -0.4509, 0.0125, -0.0241, -0.0988, 0.0005, -0.0176, -0.0978, -0.0288, -0.0704, -0.1626], "total_energy_ev": -17093.0028, "multiplicity": 1, "largest_force_ev_per_a": 1.2, "gap_ev": 7.80, "total_charge": -1, "lumo_energy_ev": 4.2061}